Record 1
# C41H60Cl3GeN5P3Ti

C41H60Cl3GeN5P3Ti as an isolated structure (ωB97M-V with the def2-TZVPD basis set, the OMol25 dataset).

The geometry in XYZ format:
```
114
Properties=species:S:1:pos:R:3:forces:R:3
Ti -1.476 1.038 -0.238 -0.8 -0.2 -0.1
C -0.277 5.109 0.120 -0.1 0.1 1.8
C -0.180 4.344 1.491 -0.3 -0.1 -0.3
C 0.898 4.921 2.417 -0.2 -0.1 0.7
P 0.011 2.449 1.376 1.7 -0.1 1.6
C 1.853 2.064 0.972 -0.1 -1.1 -2.9
N 2.153 0.587 0.784 -0.9 1.0 -0.1
Ge 0.733 -0.567 0.069 1.4 -0.7 0.4
N 0.038 -2.068 1.052 -1.2 0.7 0.3
C -1.293 -1.904 1.728 1.3 0.3 -1.4
P -2.610 -1.194 0.509 0.4 -1.4 2.7
C -3.927 -0.629 1.803 -0.3 -0.7 -1.6
C -4.013 0.872 1.851 1.3 0.1 0.4
C -3.797 -1.254 3.173 0.6 -1.6 0.9
C -3.366 -2.756 -0.191 -0.8 0.3 -1.3
C -4.777 -2.506 -0.838 0.2 -0.6 0.8
C -2.415 -3.396 -1.190 0.3 0.0 -0.4
C 0.671 -3.338 1.051 0.7 0.4 -1.0
C -0.023 -4.579 1.135 1.3 1.9 0.6
C 0.668 -5.729 0.882 0.3 -1.9 0.2
C 1.997 -5.716 0.479 0.3 0.4 -0.9
C 2.665 -4.502 0.305 -1.9 0.1 1.2
C 2.061 -3.289 0.681 -2.5 -2.1 -0.4
N 2.607 -1.999 0.468 -0.4 0.3 -1.0
C 3.278 -1.387 1.563 -0.3 0.0 0.1
C 3.993 -2.139 2.508 -0.7 -2.1 -2.7
C 4.776 -1.466 3.342 2.5 -0.2 3.5
C 4.888 -0.096 3.288 0.0 0.5 -0.1
C 4.219 0.620 2.338 -1.4 1.5 -0.9
C 3.209 0.024 1.536 0.6 -1.2 0.6
C 3.310 -1.925 -0.785 2.5 0.3 2.3
C 4.702 -2.104 -0.836 0.4 0.7 -0.3
C 5.324 -2.215 -2.074 -0.8 0.4 -0.4
C 4.557 -2.063 -3.289 -1.1 -0.2 1.8
C 3.195 -1.794 -3.208 1.8 -0.4 -0.2
C 2.651 -1.522 -1.915 -3.2 -0.8 -1.8
N 1.359 -1.063 -1.752 0.8 0.2 0.3
C 0.633 -0.716 -2.948 -1.1 1.0 0.0
P -0.578 0.760 -2.645 1.5 0.0 -0.7
C -1.702 0.762 -4.105 -0.7 -0.2 -1.1
C -3.019 -0.063 -3.950 0.6 -0.3 -0.4
C -0.932 0.233 -5.363 0.8 -0.6 0.7
C 0.538 2.290 -2.827 1.5 -0.2 0.7
C 0.240 3.312 -3.901 -1.1 -0.6 -0.6
C 2.048 1.903 -2.933 -1.1 0.1 1.1
C 0.263 1.993 3.207 -1.1 -0.4 1.1
C -0.813 2.587 4.188 0.1 -0.5 0.3
C 0.566 0.477 3.534 0.3 0.5 -0.2
H -0.624 6.154 0.395 0.6 -1.1 -0.7
H -1.030 4.632 -0.500 0.0 0.2 -0.3
H 0.713 5.101 -0.337 -0.2 0.3 -0.3
H -1.142 4.527 2.009 0.2 -0.5 -0.2
H 1.924 4.809 2.088 0.1 0.2 -0.5
H 0.887 4.563 3.458 -0.3 -0.1 -0.5
H 0.639 5.967 2.525 0.3 0.4 -0.2
H 2.513 2.442 1.758 -0.3 0.3 -0.3
H 2.029 2.534 -0.061 0.2 -0.1 1.7
H -1.166 -1.221 2.586 -0.3 -0.4 -0.4
H -1.653 -2.889 2.053 0.0 0.5 0.1
H -4.885 -0.961 1.330 0.7 0.1 0.4
H -3.164 1.299 2.439 -1.1 -0.3 0.3
H -5.020 1.069 2.246 0.5 0.8 -0.3
H -4.050 0.704 -0.225 -0.7 0.8 0.0
H -2.859 -0.896 3.723 -1.6 -0.4 -0.5
H -3.722 -2.400 3.094 -0.1 1.7 0.1
H -4.735 -1.082 3.758 0.9 0.1 -0.3
H -3.477 -3.464 0.608 -0.1 0.1 1.0
H -4.669 -1.816 -1.644 0.1 0.4 -1.0
H -5.472 -2.013 -0.157 -0.1 -0.4 0.2
H -5.283 -3.436 -1.216 0.8 0.8 0.4
H -2.716 -3.091 -2.162 -0.2 0.5 -1.1
H -2.526 -4.481 -1.245 0.3 0.1 0.5
H -1.369 -3.078 -1.105 0.0 -0.5 0.3
H -0.996 -4.582 1.561 -0.8 -0.3 -0.1
H 0.237 -6.747 0.996 -0.1 1.0 0.0
H 2.456 -6.658 0.155 0.0 0.5 0.4
H 3.605 -4.490 -0.117 2.1 -0.1 -0.7
H 4.090 -3.269 2.396 -0.5 1.7 0.3
H 5.431 -1.985 4.089 -0.9 0.3 -0.8
H 5.469 0.477 3.990 0.5 -0.2 0.0
H 4.494 1.668 2.239 -0.5 0.1 0.1
H 5.318 -1.973 0.065 -0.4 -0.8 -0.3
H 6.370 -2.476 -2.133 0.1 0.2 0.0
H 5.029 -2.229 -4.225 0.3 -0.2 -0.7
H 2.604 -1.982 -4.106 0.0 0.7 0.3
H -0.010 -1.541 -3.263 0.1 -0.1 -0.2
H 1.283 -0.387 -3.796 -0.5 -0.4 0.9
H -1.960 1.825 -4.421 0.2 -1.1 1.1
H -2.852 -1.182 -3.993 -0.1 1.3 -0.2
H -3.645 0.290 -4.780 0.0 -0.6 0.1
H -3.582 0.129 -3.046 -0.1 0.3 0.4
H -0.963 -0.859 -5.498 -0.2 0.3 0.4
H 0.139 0.475 -5.335 -0.3 0.3 -0.2
H -1.345 0.641 -6.263 -0.3 0.4 -0.4
H 0.567 2.761 -1.838 -0.7 0.2 0.2
H 0.721 2.912 -4.800 -0.3 0.5 -0.2
H 0.618 4.313 -3.702 0.2 -0.2 0.2
H -0.843 3.386 -4.063 0.3 0.4 -0.2
H 2.359 1.450 -3.856 0.1 0.1 -0.6
H 2.207 1.194 -2.137 0.7 -0.3 0.4
H 2.599 2.815 -2.690 0.2 -0.2 -0.4
H 1.178 2.519 3.457 0.1 0.2 -0.5
H -1.736 2.966 3.767 -0.1 0.1 -0.5
H -0.430 3.379 4.833 0.2 0.1 -0.3
H -1.135 1.834 4.908 0.1 -0.2 -0.1
H 0.735 -0.106 2.593 0.0 0.3 1.3
H -0.295 0.092 4.101 0.4 -0.2 -0.3
H 1.476 0.415 4.216 -1.1 0.0 -1.0
Cl -4.510 5.186 -0.029 0.4 -0.2 -0.1
C -4.184 3.709 0.742 -0.6 3.8 2.6
Cl -4.367 3.911 2.563 -0.1 -0.8 -2.3
Cl -2.819 2.730 -1.481 -0.8 0.5 0.5
C -3.660 2.688 0.134 0.0 -1.2 -1.5
N -3.699 1.356 0.487 1.6 -1.9 0.1
```
Forces are in eV/Å.

The calculation puts the LUMO energy (spin up / spin down) at -12.752 / -12.801 eV. The relative energy (zero: lowest compared OMol25 entry of this formula, charge and spin) comes out at 0.0000 eV. For the calculated total energy, the calculation gives -7201.54055 Eh. The spin multiplicity is 2. The gap between HOMO and LUMO (spin up / spin down) is 4.44 / 4.29 eV. As for the net charge: +4. For the molar mass, the calculation gives 942.7 g/mol.

Record 2
# C41H60Cl5F2O5P2Rb

C41H60Cl5F2O5P2Rb as an isolated structure (ωB97M-V with the def2-TZVPD basis set, the OMol25 dataset).

The geometry in XYZ format:
```
116
Properties=species:S:1:pos:R:3:forces:R:3
Rb 0.542 1.078 -0.579 0.1 0.1 0.2
Cl -4.124 4.128 -1.510 -0.1 0.7 0.8
C -3.654 2.944 -2.684 -0.2 0.1 -0.5
C -2.471 2.267 -2.478 0.0 -1.0 -0.9
C -2.274 1.302 -3.480 -0.2 1.0 0.4
Cl -0.938 0.207 -3.341 0.8 -0.5 0.2
C -3.053 1.119 -4.618 0.6 0.2 0.9
Cl -2.621 -0.039 -5.780 0.0 -0.7 -0.9
C -4.197 1.865 -4.738 -1.1 0.0 -0.1
Cl -5.305 1.459 -5.991 -0.4 0.2 -0.5
C -4.554 2.763 -3.746 0.4 0.2 0.3
Cl -6.097 3.585 -3.806 0.3 -0.2 -0.1
C -5.231 -2.305 -2.337 -0.1 0.0 1.0
C -4.251 -1.149 -1.971 -0.8 -0.3 -0.4
C -5.200 0.051 -1.747 0.0 0.2 0.1
C -3.293 -1.540 -0.858 0.9 -0.5 0.4
C -2.553 -2.778 -0.931 -1.9 1.5 -0.4
C -1.883 -3.221 0.179 -0.1 -0.2 -0.6
C -1.449 -4.675 0.220 -1.0 0.6 1.0
C -0.868 -5.376 -0.962 0.4 -1.2 -1.3
C -2.635 -5.517 0.744 -0.1 0.2 0.0
C -1.798 -2.407 1.330 0.5 0.1 0.1
C -2.388 -1.150 1.394 0.3 -0.5 -1.2
C -3.105 -0.749 0.281 -0.4 -0.2 -1.1
C -2.538 -0.372 2.667 0.2 0.7 -0.5
C -2.248 1.167 2.591 -1.0 -0.9 1.5
C -3.975 -0.710 3.067 -1.6 0.7 0.5
C -1.141 -2.887 2.572 -0.3 -0.6 0.0
C -1.952 -3.595 3.462 -1.0 0.3 0.0
C -1.463 -4.086 4.657 -0.8 -0.6 -0.6
C -0.125 -3.932 4.911 -0.1 0.6 1.1
C 0.660 -3.148 4.116 0.5 0.1 -0.2
C 0.174 -2.630 2.916 1.3 0.2 0.1
P 1.347 -1.637 1.870 0.2 0.3 0.1
C 2.303 -0.472 3.173 0.7 0.1 0.0
C 3.513 -1.095 3.948 -0.6 0.1 1.0
C 1.370 0.103 4.255 0.5 1.5 -1.3
C 2.820 0.774 2.361 -0.8 -0.4 0.9
C 2.518 -3.071 1.272 0.0 0.0 1.0
C 3.713 -2.349 0.618 -0.8 -1.2 -0.2
C 1.763 -3.840 0.140 0.7 0.2 1.3
C 3.016 -4.091 2.396 -0.5 0.2 -0.9
H -5.626 -2.145 -3.343 -0.2 -0.1 0.2
H -6.047 -2.323 -1.566 0.4 0.1 -0.8
H -4.803 -3.300 -2.252 0.3 -0.1 -0.4
H -3.643 -0.942 -2.863 -0.1 0.0 0.1
H -6.134 -0.239 -1.172 1.3 0.5 -0.2
H -5.556 0.412 -2.712 -0.2 -0.4 -0.3
H -4.686 0.956 -1.408 -0.2 -0.3 0.7
H -2.689 -3.423 -1.820 0.3 0.4 0.6
H -0.701 -4.611 0.963 0.7 -0.7 1.0
H -1.638 -5.807 -1.643 0.3 0.2 0.5
H -0.205 -6.200 -0.610 -0.7 0.2 -0.2
H -0.212 -4.823 -1.619 0.1 0.7 0.0
H -3.333 -5.694 -0.069 -0.1 -0.1 -0.3
H -3.227 -5.011 1.508 0.3 0.0 0.1
H -2.318 -6.487 1.122 0.1 -0.1 0.1
H -3.579 0.206 0.351 -0.4 0.5 -0.2
H -1.781 -0.752 3.325 0.0 -0.3 0.8
H -1.207 1.347 2.359 0.4 0.4 0.0
H -2.520 1.575 3.622 0.5 -0.3 -1.2
H -2.855 1.705 1.872 -0.2 -0.1 -0.2
H -4.631 0.114 2.680 0.4 -0.8 -0.1
H -4.241 -0.714 4.134 0.6 0.0 0.1
H -4.345 -1.674 2.658 0.3 0.6 0.2
H -3.026 -3.626 3.205 0.7 -0.3 0.3
H -2.095 -4.632 5.359 0.0 0.2 -0.2
H 0.222 -4.226 5.873 0.5 -0.5 0.6
H 1.678 -2.916 4.441 -0.5 -0.2 -0.2
H 3.172 -1.930 4.593 0.4 0.0 -0.6
H 3.787 -0.369 4.746 0.2 0.0 -0.7
H 4.426 -1.374 3.397 -0.6 0.1 0.0
H 0.957 -0.564 4.933 -0.8 -1.8 1.2
H 0.555 0.703 3.835 0.2 -0.1 -0.2
H 1.989 0.786 4.858 -0.2 0.0 -0.2
H 3.383 0.414 1.529 0.8 0.2 -0.5
H 3.402 1.467 3.030 -0.2 -0.8 -0.5
H 1.976 1.372 1.974 0.1 -0.2 0.2
H 3.738 0.249 -0.676 0.9 -0.6 -0.6
H 4.457 -3.099 0.339 0.3 -0.3 0.0
H 4.199 -1.643 1.266 0.1 0.5 0.3
H 1.270 -3.150 -0.521 -0.1 0.2 -0.4
H 1.024 -4.472 0.600 -0.2 -0.3 0.1
H 2.452 -4.488 -0.408 0.1 0.2 -0.1
H 3.410 -3.654 3.311 0.1 0.4 -0.3
H 3.803 -4.696 1.947 0.3 -0.1 -0.1
H 2.263 -4.817 2.750 -0.1 0.5 -0.5
O 3.252 -1.734 -0.554 -1.5 -1.1 1.0
O 4.238 -0.850 -0.909 1.2 2.4 -0.7
F 0.401 2.425 1.618 -0.1 0.0 0.0
F 3.408 1.355 -0.570 -0.3 -0.3 0.0
C -0.057 5.916 -4.716 0.1 0.7 -1.2
C 1.074 6.351 -3.767 -0.9 -0.2 0.2
O 2.361 5.814 -4.041 0.2 -0.7 0.4
P 2.935 4.478 -3.157 -0.1 0.1 -1.6
O 2.912 5.152 -1.715 -0.3 0.8 0.4
C 2.904 4.202 -0.634 0.6 -1.2 0.2
C 4.037 4.500 0.323 -1.5 1.0 0.3
O 4.519 4.614 -3.632 -0.8 -0.7 0.3
C 5.079 5.903 -3.581 0.1 0.7 -1.0
C 6.617 5.876 -3.551 -0.7 -0.6 0.2
H -0.948 6.550 -4.540 0.4 -0.2 0.1
H -0.385 4.889 -4.601 0.2 -0.2 0.3
H 0.187 6.030 -5.802 0.1 0.1 0.8
H 0.698 6.040 -2.782 0.5 0.3 0.1
H 1.174 7.453 -3.767 0.0 -0.5 0.0
H 3.085 3.186 -1.040 -0.3 0.5 0.2
H 1.943 4.195 -0.104 0.1 0.2 -0.2
H 4.998 4.453 -0.141 0.6 0.1 -0.4
H 3.989 3.736 1.074 0.1 -0.3 0.6
H 3.828 5.497 0.780 0.5 -0.6 -0.2
H 4.718 6.374 -2.677 0.0 0.5 0.3
H 4.616 6.445 -4.457 1.0 -0.1 0.8
H 6.981 5.477 -2.597 -0.2 -0.2 -0.2
H 6.957 6.896 -3.576 0.3 0.5 -0.3
H 7.059 5.282 -4.358 -0.2 0.2 0.1
```
Forces are in eV/Å.

The calculation puts the LUMO energy at 3.745 eV. The relative energy (zero: lowest compared OMol25 entry of this formula, charge and spin) comes out at 0.0000 eV. For the calculated total energy, the calculation gives -5181.96009 Eh. The gap between HOMO and LUMO is 6.79 eV. As for the net charge: -2. For the molar mass, the calculation gives 995.6 g/mol.